1.
DFT (ωB97M-V with the def2-TZVPD basis set) results for an isolated ion of composition C4H10NS2 and charge +1 in a non-equilibrium geometry.

Properties
- HOMO-LUMO gap: 10.225 eV
- Spin multiplicity: 1
- Energy: -27461.8801 eV
- SMILES: C[NH+](C)[C@]1(S)CS1
- Net charge: +1

Element x y z (Å)
1 C -0.6574 -0.0057 1.6775
2 N -0.2472 -0.3734 0.3423
3 C -1.2341 -0.0549 -0.7385
4 C 1.1262 0.1509 0.0124
5 S 1.1563 1.9397 0.2133
6 C 1.7593 -0.2805 -1.2486
7 S 2.6268 -0.8521 0.2701
8 H -1.3304 0.9296 1.6126
9 H -1.3083 -0.8907 2.0580
10 H 0.2276 0.1989 2.2274
11 H -0.0902 -1.4364 0.4215
12 H -1.0783 1.0363 -0.5402
13 H -1.0738 -0.4847 -1.7605
14 H -2.2025 -0.3585 -0.5688
15 H 1.5367 1.8047 1.5395
16 H 1.4147 -1.0814 -1.9381
17 H 2.1679 0.4194 -1.8385

---

2.
DFT (ωB97M-V with the def2-TZVPD basis set) results for a 2-piece molecular cluster, C4H10NS2 overall in a non-equilibrium geometry.

Properties
- HOMO-LUMO gap: 6.475 eV
- Spin multiplicity: 1
- Energy: -27460.9497 eV
- Net charge: +1

Element x y z (Å)
1 C 2.1580 1.4127 -1.1364
2 C -2.5881 -0.5510 0.6071
3 C 0.4145 -1.5319 0.0732
4 C -1.2971 0.2143 0.4731
5 N -0.1256 -0.1878 0.3067
6 S 1.5477 2.4967 -0.0068
7 S 3.0888 0.1625 -0.5161
8 H -2.5480 -1.1704 1.5251
9 H -3.4616 0.1387 0.4883
10 H -2.7648 -1.1392 -0.3330
11 H 0.1832 -2.0371 -0.9251
12 H 1.5280 -1.5497 0.2221
13 H -0.1476 -2.2288 0.8663
14 H -1.3094 1.3142 0.5392
15 H 1.9482 1.4821 -2.2532
16 H 0.5333 2.9539 -0.7369
17 H 2.8405 0.2209 0.8063

---

3.
DFT (ωB97M-V with the def2-TZVPD basis set) results for a 2-piece molecular cluster, C4H10NSi overall in a non-equilibrium geometry.

Properties
- HOMO-LUMO gap: 8.185 eV
- Spin multiplicity: 1
- Energy: -13669.0308 eV
- Net charge: +1

Element x y z (Å)
1 C -1.2183 0.2920 -2.1370
2 C -0.6390 0.4983 -3.4103
3 C 2.1971 0.5697 2.6102
4 C -0.9547 -1.2924 1.0228
5 N -1.6960 0.1951 -1.0861
6 Si -2.5249 -0.3920 0.4566
7 H -1.5270 0.5650 -4.0294
8 H -0.2398 1.5267 -3.3911
9 H -0.0204 -0.3060 -3.7640
10 H 1.3342 0.3397 1.9341
11 H 2.2016 0.3150 3.6695
12 H 2.1964 1.7056 2.6072
13 H -0.2881 -1.6224 0.2990
14 H -0.3303 -0.5870 1.5401
15 H -1.4355 -2.0122 1.6793
16 H 2.9448 0.2048 1.9991

---

4.
DFT (ωB97M-V with the def2-TZVPD basis set) results for a 3-piece molecular cluster, C4H10O overall.

Properties
- HOMO-LUMO gap: 10.850 eV
- Spin multiplicity: 1
- Energy: -6355.2471 eV
- SMILES: [H][H].CC=O.C=C

Element x y z (Å)
1 H 1.5816 -1.0104 1.9392
2 H 1.8808 -0.6725 1.3458
3 C 0.0595 0.4814 -2.1044
4 C 0.8401 -0.2197 -1.0243
5 O 1.8463 0.2511 -0.5469
6 H -0.9877 0.1703 -2.1395
7 H 0.1356 1.5630 -1.9663
8 H 0.5257 0.2249 -3.0624
9 H 0.4736 -1.2198 -0.7135
10 C -0.9383 -0.3504 1.8755
11 C -1.1916 0.4991 0.8877
12 H -1.3148 -1.3706 1.8684
13 H -0.3229 -0.0679 2.7240
14 H -1.8145 0.2183 0.0420
15 H -0.7735 1.5031 0.8747

---

5.
DFT (ωB97M-V with the def2-TZVPD basis set) results for a 2-piece molecular cluster, C4H10O overall.

Properties
- HOMO-LUMO gap: 9.550 eV
- Spin multiplicity: 1
- Energy: -6356.8175 eV
- SMILES: C/C=C\O.C

Element x y z (Å)
1 C -1.8442 -0.7620 -1.5265
2 C -0.3989 -0.3645 -1.5801
3 C 0.4884 -0.6667 -0.6375
4 O 0.1497 -1.4152 0.4575
5 H -2.1579 -0.9365 -0.4932
6 H -2.0260 -1.6861 -2.0891
7 H -2.4850 0.0132 -1.9590
8 H -0.0363 0.1811 -2.4466
9 H 1.5320 -0.3585 -0.7034
10 H 0.7656 -1.2174 1.1720
11 C 1.1990 1.4388 1.9574
12 H 0.3768 1.2349 1.2683
13 H 1.9826 1.9857 1.4314
14 H 0.8362 2.0434 2.7896
15 H 1.6178 0.5098 2.3592

---

6.
DFT (ωB97M-V with the def2-TZVPD basis set) results for a 4-piece molecular cluster, C4H10O overall.

Properties
- HOMO-LUMO gap: 10.440 eV
- Spin multiplicity: 1
- Energy: -6353.7652 eV

Element x y z (Å)
1 C -1.8292 0.4317 -0.9204
2 C -0.3518 0.2500 -1.2321
3 O 0.4844 1.0780 -0.7882
4 C 1.4626 0.5654 1.0436
5 C 1.2056 -0.7479 1.3544
6 H -2.4158 -0.4597 -1.1644
7 H -2.2190 1.2746 -1.5039
8 H -1.9499 0.6712 0.1409
9 H -0.1691 -1.0256 -0.4957
10 H -0.1208 -0.2633 -2.1845
11 H 0.9166 1.3721 1.5192
12 H 2.3608 0.8524 0.5118
13 H 0.5071 -0.9852 2.1553
14 H 1.9592 -1.5075 1.1554
15 H 0.3202 -1.1161 0.2448

---

7.
DFT (ωB97M-V with the def2-TZVPD basis set) results for one molecule with the formula C4H10O.

Properties
- HOMO-LUMO gap: 11.297 eV
- Spin multiplicity: 1
- Energy: -6357.3087 eV
- SMILES: CCCCO

Element x y z (Å)
1 C -2.1911 0.0665 -0.2608
2 C -0.8047 0.4344 0.2826
3 C 0.2942 -0.5823 -0.0194
4 C 1.6419 0.1075 0.0534
5 O 2.6733 -0.8458 -0.0864
6 H -2.2251 -0.9301 -0.7147
7 H -2.9839 0.1195 0.4904
8 H -2.4265 0.7890 -1.0409
9 H -0.5094 1.3827 -0.1872
10 H -0.8359 0.6434 1.3588
11 H 0.1609 -1.0039 -1.0239
12 H 0.2668 -1.4253 0.6820
13 H 1.6858 0.8644 -0.7488
14 H 1.7162 0.6490 1.0122
15 H 3.5091 -0.3667 -0.1192

---

8.
DFT (ωB97M-V with the def2-TZVPD basis set) results for C4H10O as an isolated structure.

Properties
- HOMO-LUMO gap: 7.634 eV
- Spin multiplicity: 1
- Energy: -6352.0534 eV

Element x y z (Å)
1 C 2.0511 0.2421 -0.0883
2 C 0.9579 -0.8030 -0.3498
3 C -0.3767 -0.2283 -0.7635
4 C -2.2323 -0.1047 0.0603
5 O -0.7818 0.7782 0.3979
6 H 1.7182 0.9636 0.6673
7 H 2.2901 0.7974 -1.0036
8 H 2.9770 -0.2165 0.2798
9 H 1.2735 -1.4811 -1.1546
10 H 0.8385 -1.4297 0.5447
11 H -0.2436 0.4181 -1.6468
12 H -2.6692 -0.2058 -0.9280
13 H -2.1572 -1.0522 0.5756
14 H -2.8316 0.6134 0.6629
15 H -0.8425 1.6874 0.0613

---

9.
DFT (ωB97M-V with the def2-TZVPD basis set) results for one molecule with the formula C4H10O in a non-equilibrium geometry.

Properties
- HOMO-LUMO gap: 10.866 eV
- Spin multiplicity: 1
- Energy: -6356.2666 eV
- SMILES: CCOCC

Element x y z (Å)
1 C -0.3266 -2.0872 0.6163
2 C -0.5108 -0.6505 1.1275
3 O -0.5755 0.3720 0.1930
4 C 0.6500 0.9514 -0.2123
5 C 0.1736 1.7999 -1.4456
6 H 0.6356 -2.2761 0.0541
7 H -1.1882 -2.4637 -0.0439
8 H -0.4482 -2.7561 1.3784
9 H 0.2127 -0.3300 1.9330
10 H -1.5248 -0.5172 1.6331
11 H 1.1545 1.5157 0.5997
12 H 1.2799 0.0863 -0.6367
13 H 1.0628 2.3737 -1.8585
14 H -0.2810 1.2527 -2.2551
15 H -0.3141 2.7292 -1.0831

---

10.
DFT (ωB97M-V with the def2-TZVPD basis set) results for one molecule with the formula C4H10O2.

Properties
- HOMO-LUMO gap: 10.991 eV
- Spin multiplicity: 1
- Energy: -8404.5001 eV
- SMILES: CO[C@@H](C)CO

Element x y z (Å)
1 C 1.7581 1.0314 0.2221
2 O 0.5345 0.5304 0.7075
3 C -0.1590 -0.2990 -0.2238
4 C -0.0789 -1.7539 0.2096
5 C -1.5918 0.2245 -0.2709
6 O -1.6023 1.6164 -0.4715
7 H 2.4338 0.2236 -0.0936
8 H 1.6003 1.7108 -0.6286
9 H 2.2288 1.5837 1.0391
10 H 0.2872 -0.1688 -1.2208
11 H 0.9576 -2.1061 0.2213
12 H -0.6547 -2.3949 -0.4682
13 H -0.4866 -1.8649 1.2200
14 H -2.1335 -0.2354 -1.1039
15 H -2.1061 -0.0528 0.6644
16 H -0.9874 1.9548 0.1973